Entry from the OMol25 dataset: one molecule with the formula C6H8 at a distorted geometry (the ωB97M-V functional and the def2-TZVPD basis).

F_max	6.118	eV Å⁻¹
SMILES	C[C@]12[C@@H]3[C@H]1[C@@]32C
molecular weight	80.13	g/mol
frontier orbital gap	8.403	eV
charge	0
2S+1	1
HOMO	-0.269	hartree
energy relative to the best compared isomer or geometry (same formula, charge and spin)	497.0	kJ/mol

CARTESIAN COORDINATES (ANGSTROEM)
1 C -1.0094 1.1461 0.4590
2 C -1.5673 -0.2437 0.3444
3 C -0.7437 0.3359 -0.7991
4 C -0.2133 0.0727 0.9101
5 C 0.2516 0.0974 -1.8604
6 C 1.0092 -0.5438 1.3707
7 H -1.3286 2.0587 0.8820
8 H -2.4111 -0.6904 0.5913
9 H 0.0350 0.2990 -2.9975
10 H 0.7293 -0.9225 -1.8751
11 H 1.0737 0.7799 -1.5976
12 H 1.3204 -1.4587 0.6983
13 H 0.9093 -0.9607 2.4192
14 H 1.9448 0.0302 1.4547


Entry from the OMol25 dataset: one molecule with the formula C6H8 (the ωB97M-V functional and the def2-TZVPD basis).

F_max	0.422	eV Å⁻¹
molecular weight	80.13	g/mol
frontier orbital gap	7.941	eV
charge	0
2S+1	1
HOMO	-0.293	hartree
energy relative to the best compared isomer or geometry (same formula, charge and spin)	353.0	kJ/mol

CARTESIAN COORDINATES (ANGSTROEM)
1 C 2.7360 0.4977 -0.5954
2 C 1.5813 0.6755 0.0678
3 C 0.3536 0.1793 -0.5128
4 C -0.5564 -0.3572 0.4660
5 C -1.9319 0.3467 0.3308
6 C -1.8080 -1.0782 -0.0153
7 H 1.6020 1.0882 1.0836
8 H 3.7017 0.6863 -0.1316
9 H 2.7303 0.0847 -1.6001
10 H -0.2639 -0.5595 1.5015
11 H -2.3839 0.6345 1.2749
12 H -2.0202 1.0719 -0.4693
13 H -2.2185 -1.8126 0.6713
14 H -1.8266 -1.3482 -1.0658


Entry from the OMol25 dataset: one molecule with the formula C6H8 at a distorted geometry (the ωB97M-V functional and the def2-TZVPD basis).

F_max	3.209	eV Å⁻¹
molecular weight	80.13	g/mol
frontier orbital gap (spin up / spin down)	7.655 / 8.644	eV
charge	0
2S+1	1
HOMO (spin up / spin down)	-0.272 / -0.291	hartree
energy relative to the best compared isomer or geometry (same formula, charge and spin)	445.4	kJ/mol

CARTESIAN COORDINATES (ANGSTROEM)
1 C -1.6596 0.4460 0.0568
2 C -0.3796 0.5628 -0.8113
3 C 1.0026 0.8640 -0.2087
4 C 1.2585 -0.3826 0.6110
5 C 0.1424 -1.2698 0.5698
6 C -0.8736 -0.7404 -0.3266
7 H -1.6158 0.7572 1.1034
8 H -2.5838 0.7176 -0.4513
9 H -0.5727 0.8843 -1.8342
10 H 1.0929 1.7811 0.3957
11 H 1.7322 0.9765 -1.0252
12 H 2.2617 -0.7077 0.8843
13 H -0.0932 -1.9657 1.3780
14 H 0.3378 -1.9415 -0.3665